# 1
Density functional theory data (the ωB97M-V functional and the def2-TZVPD basis) for a structure of composition C35H30BrFeN5OP.

## Properties
Relative energy (zero: lowest compared OMol25 entry of this formula, charge and spin), eV: 0.000
Max |F|, eV Å⁻¹: 0.33
Kohn-Sham gap, eV: 6.252
HOMO level, eV: -9.934
Molar mass, g/mol: 703.38
Energy, a.u.: -5879.7375

ORCA input file:
```
! RIJCOSX wB97M-V def2-TZVPD def2/J DEFGRID3
* xyz 1 1
H -1.485 -1.766 2.419
H 0.905 -0.478 -5.556
C 2.054 -1.939 1.035
C 1.375 0.324 -2.289
N -0.265 2.712 -0.193
C -1.059 -3.957 0.157
C -4.444 0.448 0.948
C -0.616 -0.271 -4.075
H -6.405 -0.219 1.456
C 0.673 1.762 4.098
H 1.488 2.278 5.991
Fe -0.076 0.714 0.099
C -5.269 -1.773 0.503
H -1.010 6.479 0.210
C 0.657 3.624 -0.491
C -0.870 0.019 -2.718
H -1.446 -0.495 -4.730
H -0.351 1.733 4.448
H 2.461 -1.323 1.839
H 4.317 1.868 2.825
C 0.425 4.986 -0.364
H 2.633 -1.764 0.129
N -2.484 2.193 0.423
C 3.027 2.106 4.493
H -2.771 4.748 0.722
C 0.669 -0.260 -4.522
C 2.657 1.246 0.936
C 3.689 0.673 -1.736
C 2.256 1.513 2.276
C -1.458 3.147 0.218
N -2.128 1.013 0.260
H -4.589 1.443 1.341
C 1.719 0.048 -3.622
H -1.058 -5.921 -2.603
C -0.405 -1.914 2.414
H -1.885 0.013 -2.343
C -1.371 -5.018 -0.683
H 4.484 0.902 -1.041
C 0.900 1.471 2.721
C -3.225 0.083 0.384
C 3.296 1.838 3.187
H 1.612 3.253 -0.836
C 2.377 0.640 -1.333
C -5.457 -0.490 1.010
N 1.874 0.891 -0.031
C 0.376 -3.048 -1.537
H 1.211 5.683 -0.619
H 3.723 1.353 0.744
O -0.114 1.194 1.982
H 2.143 -2.989 1.313
H 3.350 -0.125 -5.028
N 0.075 0.297 -1.853
H -1.513 -3.911 1.139
C -3.027 -1.192 -0.117
C -0.806 5.424 0.093
H 1.070 -2.287 -1.882
C 1.695 2.064 4.950
C -0.180 -2.961 -0.259
H 5.078 0.427 -3.360
Br 4.413 2.534 5.704
C -4.055 -2.124 -0.064
C 4.036 0.395 -3.075
H 0.508 -4.161 -3.362
H -2.083 -1.445 -0.573
H -3.897 -3.115 -0.466
H -2.049 -5.789 -0.342
H -6.073 -2.495 0.555
C 0.063 -4.104 -2.377
C -0.815 -5.092 -1.951
P 0.287 -1.531 0.778
C 3.081 0.088 -4.002
H 0.027 -1.217 3.132
C -1.781 4.480 0.383
H -0.167 -2.934 2.719
*
```

---

# 2
Density functional theory data (the ωB97M-V functional and the def2-TZVPD basis) for the ion C7H19N2O with charge +1 in a non-equilibrium geometry.

## Properties
Relative energy (zero: lowest compared OMol25 entry of this formula, charge and spin), eV: 4.222
Max |F|, eV Å⁻¹: 4.54
Kohn-Sham gap, eV: 9.606
HOMO level, eV: -12.378
Molar mass, g/mol: 147.24
Energy, a.u.: -462.5224

ORCA input file:
```
! RIJCOSX wB97M-V def2-TZVPD def2/J DEFGRID3
* xyz 1 1
H 1.842 0.390 2.129
H 1.024 2.368 0.792
H -2.981 -0.095 1.410
H 2.111 2.260 -0.665
C -3.163 0.387 0.447
H 2.037 -2.418 -0.557
C 1.131 2.131 -0.240
H -0.799 1.287 0.915
H -2.619 -1.901 -0.277
H 0.223 -1.212 1.093
C 2.482 -0.095 1.332
N 1.610 -0.369 0.129
H -4.155 0.153 0.032
H -0.836 -1.646 -0.982
H 1.279 -1.460 -1.634
H -3.203 1.397 0.665
H 2.959 -1.054 1.699
H -2.307 -1.276 -1.915
C 0.762 0.619 -0.414
C -0.743 0.360 0.495
H 0.602 0.376 -1.444
H 0.347 2.709 -0.713
H 3.154 -1.020 -1.330
C -1.924 -1.230 -0.955
C 2.125 -1.383 -0.822
H -1.782 0.861 -1.196
O -0.649 -0.727 1.298
H 3.418 0.400 1.139
N -1.945 0.187 -0.435
*
```

---

# 3
Density functional theory data (the ωB97M-V functional and the def2-TZVPD basis) for a cluster of 2 separate species, C2H3F2N in total in a non-equilibrium geometry.

## Properties
Relative energy (zero: lowest compared OMol25 entry of this formula, charge and spin), eV: 3.465
Max |F|, eV Å⁻¹: 8.76
⟨S²⟩: 2.018
Kohn-Sham gap (spin up / spin down), eV: 7.384 / 9.260
HOMO level (spin up / spin down), eV: -6.828 / -12.800
Molar mass, g/mol: 79.05
Energy, a.u.: -332.1735

ORCA input file:
```
! RIJCOSX wB97M-V def2-TZVPD def2/J DEFGRID3
* xyz 0 3
F 0.159 1.051 1.603
F 0.490 -2.473 0.832
C 0.461 0.709 -0.754
C -0.817 0.479 -0.780
H 1.426 1.077 -1.177
N 0.020 0.096 0.375
H -1.836 0.626 -0.990
H 0.099 -1.564 0.892
*
```

---

# 4
Density functional theory data (the ωB97M-V functional and the def2-TZVPD basis) for a cluster of 18 separate species, C6H50NO19 in total in a non-equilibrium geometry.

## Properties
Relative energy (zero: lowest compared OMol25 entry of this formula, charge and spin), eV: 2.147
Max |F|, eV Å⁻¹: 9.85
Kohn-Sham gap, eV: 9.903
HOMO level, eV: -12.556
Molar mass, g/mol: 440.45
Energy, a.u.: -1742.3941

ORCA input file:
```
! RIJCOSX wB97M-V def2-TZVPD def2/J DEFGRID3
* xyz 1 1
H -0.551 -2.597 0.636
H 0.938 -1.348 -1.037
H -3.024 0.333 -2.470
H 1.511 2.971 -2.380
O -5.500 -0.843 -0.948
H -0.945 0.307 0.356
H 0.096 -1.516 1.910
H -0.599 0.310 -2.509
C 0.287 0.696 -1.898
O 4.800 -0.101 -0.599
H 0.974 -5.584 3.465
H -3.453 3.680 -0.930
H 1.529 6.714 -0.643
H -5.152 -1.589 2.599
O -4.817 -2.376 4.157
H 0.597 1.416 -5.277
N -0.681 -0.581 0.120
O -1.841 -3.368 -1.928
O 0.980 1.325 -6.230
H 2.114 3.782 1.905
H -2.237 2.449 0.447
O 1.377 -4.741 4.009
H 2.771 3.847 0.625
H 4.016 3.583 -5.163
H -2.823 -3.125 -2.298
O 2.622 -1.437 2.492
H 2.070 1.050 -6.109
O 4.473 2.824 -5.268
C -2.212 -1.838 1.717
H -1.381 -0.962 -0.517
H 0.770 -0.762 5.101
O -1.620 2.052 1.124
H 5.032 2.866 -4.527
H 1.560 0.218 4.492
H -5.283 -1.658 -1.444
H -5.571 -1.219 -0.013
H 2.923 2.180 -2.913
O -2.740 3.149 -1.160
O 5.649 0.862 -2.950
H -2.996 -2.067 0.940
O 1.986 3.579 1.010
O -2.244 -2.860 2.731
H -2.945 2.257 -1.313
H -1.976 2.420 1.916
C 2.072 2.017 -2.384
H -1.384 -2.960 -2.687
C -0.732 -1.594 1.181
H -2.536 -0.686 2.165
O -5.741 -1.458 1.768
H 5.198 -0.823 -0.135
H -6.508 -1.130 2.165
H 3.072 -0.800 2.023
O 3.576 1.118 1.178
O 1.492 0.818 -2.626
H -4.076 0.336 -1.334
H 2.485 1.981 -1.486
H 4.375 0.244 0.036
H 3.044 1.939 1.365
O -3.100 0.387 -1.498
H 2.013 -4.359 3.319
C 0.530 -0.307 -0.686
H -5.224 -3.123 4.700
H 1.406 5.265 -1.382
H 5.345 0.659 -2.043
O 1.892 6.085 -1.301
H -4.028 -2.743 4.022
H -2.144 -4.109 1.170
H 4.435 1.580 1.292
H 6.480 0.215 -3.065
H -2.073 -4.988 2.674
H 2.159 -0.817 3.115
O 0.761 -0.315 4.328
H 1.381 -0.169 -0.254
C -1.894 -4.130 2.125
H -0.032 1.726 -1.331
H -0.759 -4.143 2.353
*
```

---

# 5
Density functional theory data (the ωB97M-V functional and the def2-TZVPD basis) for a cluster of 12 separate species, C52H139N11O15 in total in a non-equilibrium geometry.

## Properties
Max |F|, eV Å⁻¹: 4.12
⟨S²⟩: 0.754
Kohn-Sham gap (spin up / spin down), eV: 7.505 / 2.102
HOMO level (spin up / spin down), eV: -9.910 / -9.910
Molar mass, g/mol: 1158.75
Energy, a.u.: -3794.6700

ORCA input file:
```
! RIJCOSX wB97M-V def2-TZVPD def2/J DEFGRID3
* xyz 1 2
H -3.172 -1.651 -2.567
H -4.371 -1.206 1.466
H -5.510 -1.402 0.059
H -5.444 0.116 0.878
C 0.674 -2.791 -0.038
N 8.467 -0.403 -0.194
H -1.873 -4.622 -0.983
H -6.832 -3.000 3.352
H 2.886 -4.969 4.624
H 9.313 0.023 1.623
H -3.806 -1.917 -4.078
H -2.850 3.925 4.730
C 9.621 -1.962 1.143
H 8.236 -3.793 3.587
H -0.024 2.079 -9.174
H 4.382 5.048 -1.904
H -0.365 7.223 -5.462
H -3.340 -1.476 7.784
C -4.649 3.702 0.851
H 5.019 -1.674 1.106
H -0.635 6.555 -7.771
H 0.993 -0.109 -0.033
H -0.130 4.156 -1.466
H -4.472 2.773 0.309
H 1.294 3.087 -9.916
H 7.837 1.416 0.617
N -2.653 0.352 7.512
H 4.034 0.953 -1.631
H -3.372 -1.162 3.343
C -2.793 1.286 -5.003
C 0.070 6.258 -5.202
H 1.139 6.372 -5.383
H 5.897 -4.701 -0.821
H 9.655 -2.622 0.276
H -3.821 5.183 -0.612
O 3.579 5.128 0.121
H 8.778 -4.434 2.098
H 7.039 -7.375 -0.060
O -3.353 -5.231 1.970
H 5.684 -3.269 3.400
H -0.210 4.817 -9.416
C 4.531 -0.010 -1.512
H -2.094 0.027 8.288
H 3.893 -3.477 -1.757
H -4.397 -1.869 5.839
H 0.905 6.140 -7.566
C -3.785 -0.972 5.740
H -0.546 3.239 -2.753
H -2.089 -3.689 1.559
N -0.592 5.317 -6.090
H -5.047 2.159 -2.328
H 3.827 -0.667 -1.002
C 8.021 0.974 -0.362
H 4.486 -4.310 5.094
H 3.126 -4.169 6.152
H 3.271 -3.999 -3.197
H -5.966 3.889 -0.463
C -0.076 5.687 -7.423
H 10.432 -0.006 0.307
H 4.058 6.692 -1.224
C -6.217 -2.816 2.472
H 1.612 -2.383 -0.415
C -6.804 1.102 -1.671
H 8.704 1.625 -0.908
H -8.866 4.065 -3.237
O -7.380 3.323 -1.931
H -5.300 0.711 7.012
H 3.046 3.766 4.574
H -6.567 3.412 1.093
C 4.301 5.653 -1.001
O 3.201 -2.850 4.556
H -0.665 -0.611 -5.583
H 5.284 5.855 -0.574
H 4.756 -0.483 -2.468
H -8.687 1.751 -1.403
H -1.118 2.393 1.125
H -0.920 -5.280 0.190
C 0.314 3.807 -2.398
H -2.732 1.555 -0.429
C 5.092 -4.725 -2.853
C -8.124 -3.398 0.975
N -7.405 -0.264 -1.904
O -3.081 3.080 2.808
O 6.837 -6.144 -1.944
O 0.983 1.453 3.618
C 3.506 3.682 0.130
C -5.531 1.195 -2.483
H -3.747 5.732 1.019
H -4.522 -0.332 5.255
N -0.392 1.706 0.977
C -4.469 3.337 2.467
C -0.229 4.510 -8.370
H -0.260 4.369 -5.990
C -0.210 5.772 -3.804
H -1.724 2.829 4.099
C -2.727 -4.400 1.035
C 5.107 -2.427 3.017
H -4.895 0.281 8.751
H 5.574 -1.165 4.779
H 0.504 0.086 5.120
H 8.368 -7.292 -1.130
C -1.057 0.456 0.622
H -8.666 -3.464 1.919
H -6.070 -3.606 0.361
H -5.754 -0.795 7.805
H 6.932 0.677 -2.257
C 5.629 -5.461 -1.555
H 3.826 4.334 2.621
O -6.222 -1.442 2.126
O -2.658 -0.152 -5.168
O -2.481 -1.192 5.085
H 3.035 3.367 -0.801
H 4.856 -6.082 -1.102
H 0.396 -3.673 -0.615
C 0.639 0.065 4.038
H -1.743 -2.759 -5.131
H 6.416 1.994 -1.243
C 6.030 -3.611 -3.237
H -5.231 -3.076 2.857
N 5.500 -2.382 1.642
N -5.961 4.001 0.541
C -5.343 -0.958 1.040
H -7.579 -0.317 -2.897
H -2.234 1.904 -5.706
H -0.102 6.558 -3.056
O 0.765 3.525 -8.025
H 1.279 -0.759 3.724
H 5.898 -2.668 -2.706
H 4.453 3.164 0.282
H -1.814 -2.002 3.181
C -2.684 -1.859 3.821
C -4.962 -0.051 7.715
H 1.122 3.154 -2.069
H -9.078 4.278 -1.607
H 2.559 2.126 1.219
H -0.915 -0.047 -4.009
C -8.281 4.308 -2.350
N 3.442 3.402 2.543
H 2.966 1.040 3.607
C -6.665 -3.750 1.263
C 2.285 1.761 4.058
C -1.369 -0.699 -4.756
C 2.558 3.260 3.741
H -8.546 -4.156 0.315
C -3.656 -0.590 7.234
C 8.948 -3.604 2.784
C 3.576 -2.703 3.173
C -2.988 -2.265 -3.449
H 2.322 1.642 5.141
H -7.825 5.298 -2.352
H 8.003 -5.961 -0.206
H -3.864 1.485 -5.056
C 5.693 -1.164 3.695
H -8.343 -0.297 -1.531
H 1.634 3.819 3.591
H 4.919 -5.449 -3.649
H 6.752 -1.028 3.477
H -8.317 -2.431 0.510
C 0.904 2.626 -9.009
H -0.087 1.469 1.910
H 7.729 -1.055 0.034
H 0.323 -0.807 1.491
H -6.996 -5.670 0.938
H 7.040 -4.021 -3.244
C -1.627 -2.098 -4.272
H -4.275 -5.306 1.715
C -2.800 2.985 4.182
H -5.798 1.037 -3.528
H -3.529 -3.731 0.722
C -3.709 4.827 0.412
C 9.571 -0.531 0.721
H -0.294 -0.154 3.518
H -2.471 0.035 -1.129
H -1.214 5.347 -3.830
H -3.191 2.068 4.623
H -1.346 1.219 -1.481
H -0.511 -2.115 -2.604
H 3.020 -1.856 2.770
C -7.885 1.993 -2.101
H -7.033 -5.168 2.483
H 5.356 -0.209 3.293
H 9.931 -3.730 3.236
C 2.693 3.206 1.288
H 5.995 -3.194 -4.243
H 0.779 -3.118 0.997
H -1.666 0.018 1.412
H -8.285 1.938 -3.114
O 5.739 0.132 -0.656
H -6.578 1.184 -0.608
N 3.811 -4.264 -2.385
H 10.517 -2.260 1.689
H 6.441 -2.020 1.581
O -0.282 -1.726 -0.301
C 7.499 -6.722 -0.801
O 0.780 4.783 -3.315
H 1.728 3.658 1.517
H -2.150 0.256 6.641
H -3.227 -2.797 3.939
H -3.151 -3.259 -3.031
C 3.410 -4.140 5.100
H -4.907 2.408 2.831
H 3.280 -3.568 2.579
H -2.330 1.585 -4.063
H -4.804 0.450 -2.159
C -1.931 0.847 -0.641
H -1.038 -3.510 -3.165
C -1.978 -5.129 -0.024
C 0.120 -0.545 0.453
H -2.298 -6.145 -0.255
H 1.690 1.909 -8.770
H -4.901 4.165 3.029
N -0.597 -2.649 -3.457
H -1.228 4.135 -8.149
C 6.748 0.956 -1.220
N -6.499 -5.124 1.627
O 8.670 -2.393 2.166
H -2.673 4.489 0.447
*
```

---

# 6
Density functional theory data (the ωB97M-V functional and the def2-TZVPD basis) for a structure of composition C3H4DyO3 in a non-equilibrium geometry.

## Properties
Relative energy (zero: lowest compared OMol25 entry of this formula, charge and spin), eV: 1.903
Max |F|, eV Å⁻¹: 3.70
⟨S²⟩: 9.485
Kohn-Sham gap (spin up / spin down), eV: 5.725 / 11.649
HOMO level (spin up / spin down), eV: -25.121 / -25.993
Molar mass, g/mol: 250.56
Energy, a.u.: -1226.1296

ORCA input file:
```
! RIJCOSX wB97M-V def2-TZVPD def2/J DEFGRID3
* xyz 3 6
H -1.683 1.571 -0.564
C -1.224 -1.128 -1.174
H -2.993 -0.247 1.484
C -2.573 -0.074 0.486
H -3.113 1.896 0.622
O -0.380 -0.252 -1.415
C -2.657 1.225 -0.131
O -1.520 -2.058 -1.928
O -1.932 -1.080 0.052
H -3.391 1.140 -0.951
Dy 0.343 -1.603 -3.551
*
```

---

> Which value of molar mass does entry 2 give?

147.24 g/mol

---

> What is the formula in the fifth record?

C52H139N11O15

---

> Which of these has the lowest molar mass?

C2H3F2N

---

> max |F| of number 4 (C6H50NO19)?

9.85 eV Å⁻¹